1.
A molecular structure, C26H25N4OS3SiW, computed with ωB97M-V/def2-TZVPD.

Last column: Mulliken spin population.
Atoms and positions in Å:
W1 -0.579 1.016 0.252  1.7621
S1 0.079 -0.752 1.636  -0.0156
S2 -7.664 1.648 0.325  0.0065
S3 0.931 -0.097 -1.101  -0.0605
Si1 -0.816 4.040 0.432  0.0481
O1 0.048 2.661 0.899  -0.0033
N1 3.363 -0.893 3.410  0.0478
N2 -7.451 -0.950 0.816  -0.0002
N3 4.605 0.121 -0.740  0.0434
N4 -2.643 0.522 0.521  0.0370
C1 -3.160 3.137 -1.088  -0.0180
C2 -3.671 4.885 4.013  0.0002
C3 -6.883 0.245 0.635  -0.0011
C4 1.149 5.834 1.145  -0.0016
C5 -1.628 1.770 -2.977  -0.0433
C6 -0.577 6.611 -0.509  0.0002
C7 -3.933 5.471 2.783  0.0001
C8 -1.965 4.411 1.842  0.0044
C9 1.226 5.023 -1.230  -0.0023
C10 -2.553 4.076 4.171  0.0023
C11 -1.760 3.182 -0.977  0.0057
C12 -5.394 0.262 0.659  0.0151
C13 3.093 -0.712 2.308  -0.0155
C14 1.444 -0.497 0.547  -0.0486
C15 -3.007 1.761 -3.064  0.0111
C16 -3.775 2.448 -2.119  0.0152
C17 -4.706 1.063 1.571  -0.0032
C18 -1.708 3.842 3.095  -0.0136
C19 2.740 -0.459 0.945  0.1209
C20 -1.004 2.479 -1.942  0.0722
C21 3.777 -0.148 0.009  -0.0135
C22 0.307 5.430 -0.073  0.0014
C23 -3.343 1.144 1.493  0.0271
C24 -3.294 -0.269 -0.342  0.0356
C25 -4.662 -0.449 -0.282  -0.0063
C26 -3.084 5.240 1.709  -0.0024
H1 0.076 2.581 -1.968  -0.0006
H2 0.527 6.141 1.989  -0.0001
H3 1.910 5.844 -1.458  0.0001
H4 -2.333 3.634 5.134  0.0001
H5 1.797 5.019 1.477  0.0001
H6 -5.153 -1.085 -1.006  0.0001
H7 -4.856 2.438 -2.190  0.0005
H8 0.665 4.809 -2.142  -0.0003
H9 -1.200 6.977 0.310  -0.0002
H10 -6.916 -1.763 1.073  -0.0001
H11 -2.688 -0.753 -1.097  -0.0056
H12 -1.025 1.265 -3.720  0.0012
H13 0.053 7.444 -0.832  -0.0001
H14 -1.224 6.350 -1.351  0.0002
H15 -4.793 6.116 2.659  0.0000
H16 1.839 4.152 -0.981  0.0003
H17 -4.330 5.071 4.851  0.0000
H18 -0.836 3.213 3.241  -0.0021
H19 -3.495 1.234 -3.874  0.0007
H20 1.791 6.679 0.883  -0.0001
H21 -8.456 -1.025 0.783  0.0001
H22 -3.771 3.649 -0.356  0.0014
H23 -5.236 1.629 2.324  0.0006
H24 -2.778 1.758 2.184  -0.0033
H25 -3.299 5.723 0.763  -0.0006

For the total energy, the calculation gives -2851.0303 a.u. As for the spin multiplicity: 3. As for the total charge: +1.



2.
10 unconnected molecules or ions with the total composition BH22O9 in a non-equilibrium geometry, computed with ωB97M-V/def2-TZVPD.

Last column: Löwdin charge in e.
Atoms and positions in Å:
O1 4.482 -21.790 -12.341  -0.1112
O2 5.730 -18.749 -13.727  -0.0619
O3 6.376 -16.797 -10.890  -0.0721
O4 8.666 -23.086 -8.460  -0.0508
O5 5.525 -21.635 -8.515  -0.0324
O6 8.669 -19.444 -8.513  -0.0503
O7 11.655 -20.603 -9.588  -0.0457
O8 9.144 -18.323 -12.314  -0.0675
O9 8.187 -19.949 -15.269  -0.0779
B1 7.736 -21.192 -11.364  -0.4150
H1 6.977 -20.213 -11.039  -0.0147
H2 7.836 -19.053 -8.581  -0.0120
H3 5.380 -20.683 -8.573  0.0353
H4 8.622 -22.995 -9.382  -0.0451
H5 6.503 -19.041 -14.177  -0.0334
H6 9.023 -22.231 -8.195  0.0288
H7 8.599 -19.095 -12.509  -0.0298
H8 6.087 -21.830 -9.199  -0.0710
H9 8.302 -19.884 -16.283  0.0920
H10 9.221 -17.856 -13.150  0.0283
H11 7.282 -22.331 -11.016  -0.0130
H12 5.462 -21.852 -12.313  -0.0153
H13 11.948 -19.718 -9.868  0.0474
H14 5.837 -19.284 -12.914  0.0080
H15 7.867 -21.277 -12.616  -0.0344
H16 8.787 -19.782 -9.414  -0.0218
H17 8.823 -21.084 -10.860  -0.0548
H18 6.750 -16.219 -11.568  0.0334
H19 11.553 -20.973 -10.437  -0.0013
H20 6.767 -17.644 -11.120  -0.0090
H21 4.380 -20.966 -11.782  0.0528
H22 8.557 -20.786 -15.026  0.0144

For the total energy, the calculation gives -715.2107 a.u. As for the spin multiplicity: 1. As for the total charge: -1.



3.
A molecular structure, C2H8AgBrN4O2 in a non-equilibrium geometry, computed with ωB97M-V/def2-TZVPD.

Last column: Löwdin charge in e.
Atoms and positions in Å:
Ag1 -0.678 -1.107 -9.473  0.5566
Br1 -0.201 0.230 -11.843  -0.2216
O1 -2.953 2.414 -10.192  -0.0128
O2 4.651 2.099 -10.177  -0.0059
N1 -1.474 3.601 -11.496  0.1438
N2 2.368 2.090 -10.153  0.1355
N3 3.532 1.065 -11.867  0.1465
N4 -2.722 4.640 -9.847  0.1350
C1 -2.429 3.472 -10.523  -0.6775
C2 3.583 1.780 -10.704  -0.6873
H1 -3.356 4.503 -9.080  0.0962
H2 2.658 0.894 -12.328  0.0331
H3 1.564 1.534 -10.388  -0.0434
H4 -1.194 4.505 -11.819  0.0891
H5 4.458 0.834 -12.181  0.1021
H6 -2.357 5.550 -10.032  0.0846
H7 -1.380 2.819 -12.127  0.0314
H8 2.374 2.735 -9.389  0.0944

For the total energy, the calculation gives -3171.5632 a.u. As for the spin multiplicity: 1.